Record 1
# C35H71Cl24O3P2S

A 12-piece molecular cluster, C35H71Cl24O3P2S overall (ωB97M-V with the def2-TZVPD basis set, the OMol25 dataset).

The geometry in XYZ format:
```
136
Properties=species:S:1:pos:R:3
P -1.689 -0.072 0.489
H 3.218 -3.512 2.399
Cl 8.913 -2.986 -6.826
C -1.064 -1.987 -1.734
Cl -3.983 0.210 -1.690
H 10.487 2.330 4.012
H -0.571 -1.242 3.221
H 1.327 5.171 -2.452
H 3.500 -4.326 0.020
H 1.454 -2.990 1.758
H -1.494 -4.239 -1.957
H -3.698 -0.715 2.043
H -6.000 -3.942 0.414
H 4.787 -3.076 -2.463
H -4.910 -5.156 3.038
H -5.613 6.097 3.536
C 0.920 -7.741 -0.929
C -7.783 -0.032 -4.300
H 5.435 -3.056 -8.098
C -4.811 7.063 0.079
C -2.346 -2.597 3.698
H 2.842 -1.710 1.751
H 8.831 3.139 6.572
H 6.824 -1.350 -0.021
H -4.997 7.165 4.809
C -12.355 3.274 -3.253
C 10.277 1.273 4.204
Cl -13.811 1.758 -1.490
H -5.799 7.365 0.439
Cl -6.046 5.271 5.706
C -12.973 1.899 -3.055
H 0.692 0.245 2.241
H 1.506 -8.743 -0.649
H -7.463 0.411 -5.248
Cl 8.151 -4.394 -3.279
H -1.834 1.531 -1.471
C 1.652 4.216 -2.029
C 3.106 -3.225 0.054
C -1.370 -1.851 -0.129
H -5.311 4.992 -0.366
Cl 2.839 3.493 -3.143
H -0.158 3.709 -0.977
H 9.581 4.081 7.872
Cl -5.152 -2.440 2.029
C -3.349 2.368 0.014
H 7.595 -1.041 2.955
Cl -7.573 2.473 -3.201
C -2.613 -0.264 2.193
O 0.376 -4.761 0.171
H -6.136 0.624 -3.079
C -7.092 7.443 4.396
H -4.664 2.396 1.929
O 1.591 -5.513 -2.147
C -7.224 0.729 -3.108
S 0.270 0.749 0.993
C 7.573 -3.276 -7.963
H 7.732 -2.610 -8.816
H -11.719 3.556 -2.408
C -5.103 -5.183 1.961
Cl -13.588 4.541 -3.465
Cl 8.536 1.149 4.556
H -6.888 8.299 3.746
C 6.585 -4.261 -2.440
C 6.217 -2.997 -7.335
H 5.689 -3.020 -3.987
H 8.488 -1.368 0.586
H 6.778 -4.234 -1.363
C -4.946 5.888 -0.877
H -7.435 -1.069 -4.276
C 5.790 -3.048 -2.898
H -6.902 -3.998 1.938
C 2.044 -6.594 -1.257
C -4.737 1.998 0.806
H 6.028 -5.176 -2.663
H -4.950 0.839 0.905
Cl -3.843 6.652 1.516
H 0.808 2.298 -1.441
C -1.741 -1.380 3.052
H 2.181 4.421 -1.093
C -2.637 1.052 -0.729
H -3.430 -2.584 4.195
C 2.613 -2.867 1.608
H -2.292 -2.542 0.148
H -7.397 7.824 5.375
H -4.347 7.927 -0.408
C 8.593 5.267 6.337
H -0.453 -2.274 0.504
Cl 5.800 -4.189 -6.079
H -5.660 -6.098 1.738
C 9.388 4.054 6.795
H -5.681 2.553 0.347
H 0.232 -8.019 -1.834
H -5.654 6.137 -1.674
H -7.628 0.351 -2.164
H 10.828 0.974 5.101
H 4.055 -2.528 -0.135
C 7.045 -0.742 2.057
H -1.765 -3.626 3.714
C 0.476 3.290 -1.764
H 0.297 -7.418 0.037
C 10.679 0.440 2.996
H 6.178 -2.001 -6.885
Cl 7.336 -3.323 1.172
Cl -8.477 6.576 3.685
H -2.663 0.740 2.792
Cl 6.537 -1.518 -2.373
Cl 10.568 -1.308 3.319
Cl 9.339 6.797 6.862
H 7.590 5.239 6.772
Cl 5.304 -0.866 2.410
H 11.720 0.647 2.732
C -5.898 -3.970 1.504
Cl -9.564 -0.087 -4.288
C -0.573 -3.521 -2.184
P 0.936 -4.159 -1.202
H -3.629 3.100 -0.885
C 7.447 -1.575 0.850
Cl -3.537 -5.316 1.122
H 10.056 0.665 2.126
Cl -0.557 3.087 -3.202
Cl -3.403 5.483 -1.668
Cl 10.954 3.921 5.956
H -12.191 1.134 -3.064
H 2.489 -6.240 -0.233
H 7.254 0.315 1.866
Cl -2.172 3.324 1.096
H 2.931 -7.154 -1.826
O 2.105 -2.886 -0.970
H -2.113 -1.843 -2.285
C -5.856 6.563 4.496
H -11.739 3.277 -4.158
H -0.412 -3.529 -3.366
H -0.359 -1.145 -2.138
H -13.690 1.661 -3.847
H 8.492 5.295 5.248
H 7.648 -4.309 -8.319
```

Total charge: +1
Highest occupied orbital energy, eV: -11.7
LUMO, eV: -3.730

Record 2
# C19H15ClN4OS

One molecule with the formula C19H15ClN4OS (ωB97M-V with the def2-TZVPD basis set, the OMol25 dataset).

The geometry in XYZ format:
```
41
Properties=species:S:1:pos:R:3
C 3.731 -2.379 0.118
C 4.691 0.018 0.933
H 2.235 0.845 -1.892
C 5.438 -1.150 0.963
C 1.157 0.755 -1.740
N 0.837 -0.570 -1.278
C 0.689 1.783 -0.754
C -3.351 -0.814 -0.397
H 2.189 3.361 -0.609
C 0.332 3.489 0.624
C 3.390 -0.039 0.459
H 2.771 0.846 0.464
Cl -2.844 -3.183 0.843
C -3.901 0.462 2.024
C -3.022 -1.447 -1.711
S -1.613 -0.568 -2.482
H 0.442 4.400 1.175
H 6.458 -1.154 1.324
C -0.340 -1.227 -1.502
H -3.461 -1.429 2.931
H -2.727 -2.488 -1.610
H -3.840 -1.345 -2.423
H 5.108 0.949 1.283
O -0.503 1.584 -0.155
C -3.537 -0.871 2.011
N 0.834 -2.527 -0.293
N 4.964 -2.322 0.572
C 2.890 -1.264 0.021
C -3.721 0.527 -0.360
C 1.547 -1.448 -0.492
H -1.618 2.606 1.245
C 1.249 2.944 -0.309
N -0.339 -2.392 -0.914
H 0.649 0.899 -2.702
H -3.777 1.072 -1.291
C -0.709 2.617 0.676
C -3.268 -1.508 0.808
H -4.109 0.951 2.964
H -4.294 2.203 0.834
C -4.000 1.163 0.833
H 3.370 -3.350 -0.190
```

Energy relative to the best compared isomer or geometry (same formula, charge and spin), kJ/mol: 17.5
SMILES: Clc1ccccc1CSc1nnc(-c2cccnc2)n1Cc1ccco1
Highest occupied orbital energy, eV: -8.3
LUMO, eV: 0.483

Record 3
# C13H14EuIN3O

C13H14EuIN3O as an isolated structure (ωB97M-V with the def2-TZVPD basis set, the OMol25 dataset).

The geometry in XYZ format:
```
33
Properties=species:S:1:pos:R:3
C 2.629 3.209 1.354
C -4.064 -0.007 -1.508
C 1.507 -2.266 -0.436
H 2.202 -4.265 -0.880
C 0.535 -0.084 3.538
C 1.384 -3.551 -0.996
O -0.126 -0.567 4.398
H 1.731 2.937 1.951
Eu 0.754 1.271 0.543
H 3.954 1.568 1.878
C -1.753 -0.685 -1.078
C -3.014 -0.915 -1.671
H 0.091 -4.849 -2.171
N 1.222 0.424 2.673
N 0.553 -1.314 -0.559
C 0.219 -3.870 -1.694
H -3.157 -1.803 -2.277
C -0.795 -2.913 -1.770
H -1.723 -3.117 -2.298
H 2.303 3.808 0.496
H 4.475 2.550 0.513
H -4.599 1.892 -0.544
N -1.544 0.451 -0.359
H 3.262 1.309 0.246
C -2.567 1.301 -0.191
C 3.597 2.078 0.973
H -5.034 -0.170 -1.976
C -0.632 -1.650 -1.153
H -2.310 2.207 0.404
I -0.833 4.013 1.154
H 3.174 3.881 2.025
C -3.843 1.128 -0.729
H 2.402 -2.000 0.144
```

Energy relative to the best compared isomer or geometry (same formula, charge and spin), kJ/mol: 0.0
Highest occupied orbital energy (spin up / spin down), eV: -7.6 / -7.8
LUMO (spin up / spin down), eV: -1.003 / -1.000
2S+1: 8

Record 4
# C52H29HfI4N5O3S

C52H29HfI4N5O3S as an isolated structure (ωB97M-V with the def2-TZVPD basis set, the OMol25 dataset).

The geometry in XYZ format:
```
95
Properties=species:S:1:pos:R:3
H 0.775 -3.708 3.760
H 4.082 -1.552 -6.504
C 5.091 0.273 -5.990
H 4.496 2.115 -3.222
C -3.055 5.781 -2.239
C -1.337 4.608 -1.010
C -2.854 1.112 6.561
C -1.346 7.019 -1.074
C 4.045 -6.003 2.900
C -1.264 2.752 0.595
C 0.818 -2.220 2.079
H 3.480 -2.712 3.454
C 2.561 -5.106 1.248
C -4.795 -0.841 -3.480
C 3.263 -6.183 1.769
C 3.773 -1.796 -1.668
C 4.176 -0.749 -5.785
H -0.904 7.963 -0.788
N 0.059 -1.100 1.857
C 3.580 -2.612 -0.593
N 1.835 0.930 1.386
H -6.088 -2.480 -3.993
H -3.771 -1.285 3.680
H 2.655 -1.526 -4.493
C -0.776 5.826 -0.650
H -1.123 -2.129 4.763
C 1.536 2.492 -3.272
C -0.733 3.309 -0.574
C -2.495 2.512 2.479
C -3.653 -0.482 -2.795
C -3.945 0.263 6.678
C 2.732 -0.808 -1.647
I 5.107 -7.617 3.685
C -1.664 1.346 2.282
I -3.341 8.777 -2.510
H 4.199 -3.437 -0.281
C -2.479 4.596 -1.806
Hf 0.249 0.100 0.063
C 0.374 -2.808 3.325
C -0.593 -2.009 3.832
C 0.269 2.790 -1.430
C 2.409 -2.151 0.097
H -3.176 2.656 3.302
C 3.473 0.300 -3.723
C 2.631 -3.857 1.855
C -2.096 1.093 5.400
C -2.483 6.989 -1.868
C 0.628 3.332 -2.716
H 4.577 -1.839 -2.384
C -4.461 -3.118 -2.774
C 1.887 -2.686 1.300
H -5.130 -1.263 5.741
C 2.608 0.307 -2.513
C 2.306 0.752 2.449
I 6.299 0.254 -7.686
C 3.375 -0.732 -4.653
C -2.252 3.364 1.453
C -3.513 -0.613 4.490
C -4.279 -0.602 5.647
O -2.584 -3.683 -1.411
H -3.008 -4.542 -1.514
C -2.896 -1.418 -2.086
C 1.766 1.423 -2.330
N 1.922 -1.074 -0.585
C 4.398 1.316 -3.946
C -2.418 0.235 4.352
C 3.420 -3.691 2.990
C 4.130 -4.761 3.513
H -2.590 1.779 7.370
H 1.947 -5.236 0.365
N -0.961 1.525 1.130
O -1.351 0.293 -1.487
H -1.233 1.741 5.308
H 1.997 2.578 -4.242
H 0.114 5.844 -0.034
H -3.309 0.543 -2.786
C 5.208 1.307 -5.072
H -3.941 5.763 -2.858
C -5.196 -2.173 -3.463
H -2.913 3.644 -2.089
H 0.216 4.234 -3.140
I -5.090 0.284 8.419
C -0.765 -0.906 2.913
H -2.695 4.334 1.290
O -0.992 -1.667 -0.625
H 3.199 -7.154 1.297
C -1.589 0.219 3.113
H 4.746 -4.625 4.391
C -3.307 -2.757 -2.080
H -4.776 -4.156 -2.767
H 5.929 2.097 -5.228
H -5.368 -0.101 -4.020
C -1.698 -0.930 -1.373
N 1.005 1.663 -1.227
S 2.939 0.466 3.905
```

Energy relative to the best compared isomer or geometry (same formula, charge and spin), kJ/mol: 0.0
Highest occupied orbital energy (spin up / spin down), eV: -7.3 / -7.3
LUMO (spin up / spin down), eV: -1.787 / -1.787

Record 5
# C5H9N2

A 2-piece molecular cluster, C5H9N2 overall (ωB97M-V with the def2-TZVPD basis set, the OMol25 dataset).

The geometry in XYZ format:
```
16
Properties=species:S:1:pos:R:3
H 2.304 1.632 1.113
H 3.380 1.367 -0.325
C -0.289 -0.093 -0.087
C -2.662 -1.169 -0.131
H -3.580 -0.932 0.489
C 2.346 -0.294 0.358
C -1.251 1.058 -0.228
H 2.915 -2.341 0.108
H -1.466 1.625 -1.100
H -2.948 -1.125 -1.149
C 2.400 1.095 0.232
N -1.518 -0.347 -0.145
H -1.565 1.614 0.724
N 2.572 -1.441 0.360
H 1.582 1.409 -0.342
H -2.219 -2.058 0.122
```

Energy relative to the best compared isomer or geometry (same formula, charge and spin), kJ/mol: 644.9
Total charge: +1
Highest occupied orbital energy, eV: -12.9
LUMO, eV: -3.992

Record 6
# C32H84BF4N6O10Pd

C32H84BF4N6O10Pd as an isolated structure (ωB97M-V with the def2-TZVPD basis set, the OMol25 dataset).

The geometry in XYZ format:
```
138
Properties=species:S:1:pos:R:3
F -0.556 -0.523 -1.129
H 7.934 0.619 2.402
C -5.583 4.885 -3.670
H 5.398 -3.029 -3.306
C 1.670 -1.194 -6.362
H -4.947 6.386 -4.817
H -4.322 -2.261 2.391
H 3.456 -2.475 2.469
H -2.394 -2.512 -2.908
H 0.944 -3.162 -1.233
O -2.799 2.905 -3.374
H 0.603 -1.118 6.007
H -0.296 -0.550 3.842
H -9.215 6.856 -4.637
H -5.299 4.629 -2.650
H 3.802 -2.392 -5.656
C 5.113 -2.347 -1.513
C -3.863 -4.288 2.146
H 0.519 -1.991 -3.540
O -7.127 6.436 -4.630
C 0.641 3.113 2.873
H 6.378 -0.141 2.808
H 1.179 -2.166 -6.324
C 1.547 -2.701 7.078
C 2.016 2.805 2.170
H 4.325 3.091 0.975
H 1.618 1.496 -3.144
C 4.394 3.397 2.019
F 0.714 -0.750 0.723
C -1.011 -1.304 3.516
H -2.131 -5.228 1.971
C 3.975 -1.743 -3.567
H -1.971 1.245 -2.668
H 2.960 4.244 -2.064
O -0.255 -4.678 -0.560
H -2.453 4.868 -2.869
H 3.936 1.803 -2.972
C -0.124 -2.797 -3.894
H 2.355 -2.466 1.001
H -1.153 -4.440 -3.221
C -6.830 5.774 -3.414
C -0.697 -3.594 -2.706
H -5.630 -3.252 1.497
N -2.414 -4.272 1.812
H 1.338 1.877 -1.373
H 3.125 3.621 3.497
H 2.132 0.493 -1.781
H 0.499 -2.911 4.353
H 1.339 -3.642 7.587
H -1.869 -3.797 2.517
C 3.177 -2.066 -4.825
H -0.598 -1.881 2.688
O 6.409 2.017 2.481
C -3.404 5.004 -4.800
C -0.244 -2.853 5.148
H -1.509 -1.906 6.957
O 0.806 2.961 4.313
H 4.490 1.342 2.828
C 3.123 -1.949 1.575
H 4.354 -0.605 -0.624
H -4.844 -4.242 4.218
H 0.488 -3.563 -4.369
N -0.639 -1.907 7.471
H -0.840 -2.420 -4.624
H 7.218 0.674 3.937
H -2.748 5.732 -5.276
H 3.140 -1.849 -1.019
H -6.617 6.455 -2.590
O -3.954 -2.381 0.491
H 2.351 1.850 2.574
H -0.526 -1.012 7.925
H -1.906 -0.741 3.251
Pd -2.341 -3.605 -0.290
H -3.423 -5.327 3.956
H 5.122 2.625 3.946
H 2.528 -2.884 -4.513
H -4.055 -0.325 1.137
O 2.324 -1.020 -5.125
C 0.641 -5.296 0.407
H 1.845 -1.885 7.737
H -8.121 7.990 -3.689
H 3.793 2.564 -1.288
H 1.169 -4.590 -2.110
C 4.115 -1.667 -0.566
N 3.055 3.774 2.501
H -2.231 2.634 -1.465
O 2.974 3.593 -2.769
C 2.030 1.519 -2.135
C -1.865 2.305 -2.438
H -0.476 4.489 5.029
H -0.128 2.389 2.602
O -1.365 -2.194 4.551
H -1.372 -1.762 -2.291
H 4.821 -1.092 -3.788
H -7.687 5.157 -3.143
H 4.898 4.360 2.093
N 4.542 -2.882 -2.791
N -4.499 5.742 -4.180
H -0.503 -3.827 5.564
H 5.934 -1.686 -1.790
H 1.541 -4.750 0.691
C 5.069 2.260 2.920
H -5.303 -0.715 0.018
H -3.622 -0.722 -0.526
C 0.313 -2.092 6.401
B -0.572 -0.777 0.231
C 0.509 4.052 5.188
H 1.297 4.792 5.046
H -1.593 4.181 -4.298
H 2.944 -0.888 1.753
H 0.991 -6.243 -0.006
H -3.205 -3.645 4.039
H -0.897 2.700 -2.745
F -1.243 -1.933 0.531
H 3.275 -1.202 -2.930
H 1.848 2.725 1.096
F -1.173 0.308 0.832
N -1.737 -2.695 -2.162
H 0.576 3.722 6.225
H 5.438 -3.206 -0.926
H -3.654 4.346 -5.632
H -5.841 3.926 -4.119
C -4.285 -0.984 0.300
H 2.334 -2.946 6.365
H 0.877 -0.448 -6.428
C 6.967 0.773 2.881
O 4.298 -2.123 0.823
H 2.278 -1.095 -7.261
C -8.247 7.350 -4.563
C -2.536 4.238 -3.755
C 0.384 -4.014 -1.619
H -8.074 7.985 -5.432
H 0.265 4.085 2.555
C -3.910 -4.393 3.677
C -4.579 -3.000 1.632
H -4.450 -5.072 1.668
C 3.339 2.374 -2.261
H -0.048 -5.457 1.236
```

Energy relative to the best compared isomer or geometry (same formula, charge and spin), kJ/mol: 457.8
Total charge: +1
Highest occupied orbital energy (spin up / spin down), eV: -10.0 / -10.0
LUMO (spin up / spin down), eV: -3.250 / -6.074
2S+1: 3

Record 7
# C6H11N3O

A 2-piece molecular cluster, C6H11N3O overall (ωB97M-V with the def2-TZVPD basis set, the OMol25 dataset).

The geometry in XYZ format:
```
21
Properties=species:S:1:pos:R:3
C 1.740 0.637 -0.147
H 2.090 1.042 -1.107
H -1.325 -2.996 -2.496
H -0.945 3.902 1.588
N -0.541 3.267 0.908
C 0.612 1.500 0.241
H -1.436 -1.511 -1.667
H 1.436 3.190 1.585
O -0.367 -4.311 -0.637
C -1.344 2.332 0.231
C -0.543 -3.117 -0.654
H -2.367 2.521 0.029
H 2.478 0.618 0.648
C 0.008 -2.231 0.436
C 0.633 2.669 1.083
N -1.293 -2.500 -1.619
N -0.621 1.373 -0.280
H 0.914 -2.643 0.880
H 0.237 -1.229 0.130
H 1.309 -0.318 -0.442
H -0.674 -2.195 1.291
```

Energy relative to the best compared isomer or geometry (same formula, charge and spin), kJ/mol: 89.4
Total charge: +1
Highest occupied orbital energy (spin up / spin down), eV: -12.2 / -12.2
LUMO (spin up / spin down), eV: -4.490 / -8.149
2S+1: 2